11
Properties=species:S:1:pos:R:3:forces:R:3 method="wB97M-V/def2-TZVPD" homo_lumo_gap_ev=11.62 smiles=CC(Cl)(Cl)CCl spin_multiplicity=1 mol_weight_g_mol=147.43 de_lowest_kcal_mol=10.2
C 0.2559 -0.2050 0.9345 0.20 -2.97 -0.28
C -0.4378 0.9982 -1.3138 0.27 -1.56 2.69
C 0.6342 0.7364 -0.1369 -0.64 0.47 -1.98
Cl -2.0402 1.1736 -0.4934 -0.02 0.48 -0.46
Cl 0.7722 2.3362 0.6438 0.51 0.29 0.11
Cl 2.1828 0.2450 -0.8928 -0.20 0.24 -0.07
H 0.9753 -0.1200 1.7069 0.81 0.06 0.81
H -0.6454 0.1795 1.3074 -1.40 -0.02 0.76
H 0.1848 -1.3600 0.7197 -0.01 2.42 -0.23
H -0.1291 1.9326 -1.7423 -0.24 0.00 -0.86
H -0.6182 0.0805 -1.8799 0.72 0.60 -0.49